Record 1
C5H29N2O9 | ωB97M-V with the def2-TZVPD basis set

LUMO in Ha: 0.1092
Energy relative to the best compared isomer or geometry (same formula, charge and spin) in kcal per mole: 0.0
HOMO in eV: -6.0
Multiplicity: 1
Maximum force in eV/Å: 1.18
Net charge: -1

Geometry as XYZ:
```
45
C5H29N2O9 (ωB97M-V with the def2-TZVPD basis set)
C 0.801 0.020 0.329
N 0.791 0.959 1.478
C -0.529 1.029 2.221
O -1.673 1.002 1.461
C 2.227 -0.131 -0.188
C 2.267 -0.943 -1.503
C 2.272 -2.462 -1.276
N 0.980 -3.121 -1.249
H 0.374 -0.940 0.612
H 0.159 0.437 -0.454
H 1.519 0.700 2.136
H -0.476 1.999 2.742
H -0.528 0.194 2.949
H 2.628 0.877 -0.369
H 2.886 -0.611 0.538
H 1.402 -0.648 -2.102
H 3.172 -0.643 -2.046
H 2.888 -2.945 -2.052
H 2.810 -2.743 -0.355
H 0.402 -2.812 -2.024
H 0.441 -2.910 -0.420
H -1.916 3.911 1.067
H -2.182 2.386 0.891
O -2.468 3.308 0.553
H 1.322 -1.580 2.264
H 0.378 -2.780 2.510
O 1.291 -2.451 2.676
H -0.288 3.527 -1.335
H -1.788 3.433 -1.045
O -1.148 3.470 -1.796
H -1.952 -0.108 0.903
H -3.242 -1.207 0.557
O -2.290 -1.144 0.501
H -2.237 -1.185 -1.267
H -2.026 -0.353 -2.593
O -2.231 -1.245 -2.250
H -0.777 1.306 -3.858
H -1.477 1.958 -2.639
O -1.516 1.188 -3.263
H 0.990 2.510 0.739
H 2.211 3.111 -0.046
O 1.358 3.347 0.326
H -1.652 -2.229 1.494
H -1.841 -2.608 2.973
O -1.326 -2.872 2.211
```

Atom-resolved charges from Löwdin, all expressed in e: number 1, C, carries -0.23; number 2, N, carries -0.08; number 3, C, carries -0.32; number 4, O, carries -0.22; number 5, C, carries -0.19; number 6, C, carries -0.19; number 7, C, carries -0.30; number 8, N, carries 0.01; number 9, H, carries 0.09; number 10, H, carries 0.13; number 11, H, carries 0.11; number 12, H, carries 0.11; number 13, H, carries 0.11; number 14, H, carries 0.09; number 15, H, carries 0.11; number 16, H, carries 0.11; number 17, H, carries 0.10; number 18, H, carries 0.09; number 19, H, carries 0.11; number 20, H, carries 0.06; number 21, H, carries 0.05; number 22, H, carries 0.04; number 23, H, carries 0.02; number 24, O, carries -0.11; number 25, H, carries -0.02; number 26, H, carries -0.01; number 27, O, carries -0.10; number 28, H, carries 0.03; number 29, H, carries 0.01; number 30, O, carries -0.10; number 31, H, carries 0.02; number 32, H, carries 0.04; number 33, O, carries -0.19; number 34, H, carries -0.02; number 35, H, carries -0.03; number 36, O, carries -0.13; number 37, H, carries 0.04; number 38, H, carries 0.02; number 39, O, carries -0.08; number 40, H, carries -0.01; number 41, H, carries 0.01; number 42, O, carries -0.11; number 43, H, carries 0.01; number 44, H, carries 0.04; number 45, O, carries -0.10

Record 2
C19H21ClFN3O7S2 | ωB97M-V with the def2-TZVPD basis set

LUMO in Ha: 0.0100
Structure (SMILES): Cc1cc(Cl)c(S(=O)(=O)Nc2cc(S(=O)(=O)N3CCOCC3)ccc2F)cc1OCC(N)=O
HOMO in eV: -9.1
Multiplicity: 1
Maximum force in eV/Å: 1.05

Geometry as XYZ:
```
54
C19H21ClFN3O7S2 (ωB97M-V with the def2-TZVPD basis set)
C 5.075 2.412 -1.587
C 4.305 1.365 -0.850
C 4.697 0.039 -0.857
C 3.970 -0.919 -0.159
Cl 4.470 -2.556 -0.149
C 2.839 -0.541 0.536
S 1.921 -1.741 1.490
O 2.787 -2.360 2.440
O 0.703 -1.141 1.940
N 1.546 -2.948 0.359
C 0.300 -2.978 -0.236
C -0.334 -1.803 -0.632
C -1.610 -1.857 -1.155
S -2.466 -0.324 -1.490
O -3.476 -0.545 -2.480
O -1.481 0.694 -1.777
N -3.233 -0.091 -0.034
C -2.400 0.309 1.089
C -3.219 0.129 2.370
O -4.429 0.849 2.327
C -5.213 0.466 1.223
C -4.457 0.688 -0.087
C -2.276 -3.051 -1.352
C -1.639 -4.236 -1.019
C -0.379 -4.181 -0.457
F 0.233 -5.331 -0.099
C 2.427 0.780 0.562
C 3.155 1.743 -0.126
O 2.847 3.063 -0.171
C 1.766 3.539 0.607
C 0.393 3.008 0.161
N 0.319 2.693 -1.138
O -0.527 2.924 0.945
H 5.353 3.214 -0.906
H 5.969 1.993 -2.037
H 4.456 2.853 -2.366
H 5.578 -0.260 -1.401
H 1.925 -3.851 0.612
H 0.159 -0.853 -0.522
H -1.519 -0.330 1.132
H -2.083 1.356 0.994
H -2.663 0.512 3.225
H -3.430 -0.942 2.515
H -6.113 1.081 1.257
H -5.487 -0.597 1.307
H -5.032 0.341 -0.945
H -4.232 1.757 -0.201
H -3.267 -3.036 -1.773
H -2.109 -5.194 -1.167
H 1.539 1.012 1.129
H 1.781 4.625 0.481
H 1.902 3.308 1.669
H 1.137 2.751 -1.719
H -0.477 2.160 -1.477
```

Atom-resolved charges from Löwdin, all expressed in e: number 1, C, carries -0.02; number 2, C, carries -0.18; number 3, C, carries -0.04; number 4, C, carries -0.63; number 5, Cl, carries 0.77; number 6, C, carries -0.28; number 7, S, carries 0.66; number 8, O, carries -0.28; number 9, O, carries -0.27; number 10, N, carries -0.06; number 11, C, carries -0.21; number 12, C, carries -0.01; number 13, C, carries -0.25; number 14, S, carries 0.71; number 15, O, carries -0.27; number 16, O, carries -0.30; number 17, N, carries -0.23; number 18, C, carries -0.15; number 19, C, carries -0.17; number 20, O, carries -0.12; number 21, C, carries -0.19; number 22, C, carries -0.16; number 23, C, carries -0.04; number 24, C, carries 0.02; number 25, C, carries -0.19; number 26, F, carries 0.08; number 27, C, carries 0.02; number 28, C, carries -0.22; number 29, O, carries -0.04; number 30, C, carries -0.08; number 31, C, carries -0.54; number 32, N, carries 0.21; number 33, O, carries 0.06; number 34, H, carries 0.09; number 35, H, carries 0.08; number 36, H, carries 0.09; number 37, H, carries 0.12; number 38, H, carries 0.11; number 39, H, carries 0.11; number 40, H, carries 0.10; number 41, H, carries 0.11; number 42, H, carries 0.13; number 43, H, carries 0.13; number 44, H, carries 0.13; number 45, H, carries 0.13; number 46, H, carries 0.12; number 47, H, carries 0.14; number 48, H, carries 0.12; number 49, H, carries 0.13; number 50, H, carries 0.12; number 51, H, carries 0.14; number 52, H, carries 0.14; number 53, H, carries 0.11; number 54, H, carries 0.07

Record 3
C28H79N5O9 | ωB97M-V with the def2-TZVPD basis set

LUMO in Ha: 0.0121
Structure (SMILES): COC[C@H](C)N.COC[C@H](C)N.COC[C@H](C)N.COC[C@H](C)N.COC[C@H](C)N.CCO.CCO.CCO.CCO
Energy relative to the best compared isomer or geometry (same formula, charge and spin) in kcal per mole: 118.2
HOMO in eV: -9.1
Multiplicity: 1
Maximum force in eV/Å: 4.61

Geometry as XYZ:
```
121
C28H79N5O9 (ωB97M-V with the def2-TZVPD basis set)
C 6.148 -0.731 -0.295
O 7.212 -0.582 0.509
C 7.089 -1.037 1.755
C 8.107 -0.391 2.849
C 9.528 -0.944 2.849
N 7.552 -0.561 4.233
H 5.840 -1.775 -0.351
H 6.438 -0.343 -1.271
H 5.326 -0.159 0.134
H 6.150 -0.850 2.276
H 7.240 -2.117 1.784
H 8.144 0.680 2.651
H 10.127 -0.262 3.452
H 10.038 -1.026 1.890
H 9.510 -1.955 3.256
H 6.544 -0.504 4.243
H 7.849 0.329 4.609
C 2.576 -0.486 0.766
O 1.193 -0.388 0.853
C 0.613 0.862 0.305
C -0.563 0.398 -0.474
C -0.287 -0.407 -1.822
N -1.557 1.521 -0.743
H 2.846 -0.648 -0.278
H 2.963 -1.253 1.437
H 3.010 0.471 1.057
H 0.311 1.544 1.099
H 1.320 1.402 -0.325
H -1.153 -0.288 0.134
H 0.564 0.039 -2.336
H -1.213 -0.476 -2.393
H -0.056 -1.451 -1.615
H -2.212 1.443 -1.508
H -2.104 1.561 0.106
C -1.703 -0.361 3.217
O -2.206 -0.511 4.559
C -2.798 0.655 5.075
C -2.788 0.638 6.534
C -3.462 1.925 7.057
N -1.470 0.716 7.199
H -2.441 0.006 2.504
H -1.259 -1.279 2.831
H -0.900 0.375 3.248
H -2.364 1.557 4.644
H -3.825 0.546 4.725
H -3.303 -0.266 6.857
H -4.460 1.899 6.618
H -2.985 2.876 6.822
H -3.580 1.952 8.141
H -0.942 1.500 6.845
H -0.882 -0.058 6.923
C -4.390 -4.147 -5.739
O -3.373 -3.549 -5.014
C -2.924 -4.405 -3.906
C -1.723 -3.637 -3.233
C -0.553 -3.621 -4.186
N -1.415 -4.156 -1.912
H -4.537 -3.281 -6.385
H -5.289 -4.569 -5.289
H -3.845 -4.832 -6.388
H -3.676 -4.624 -3.149
H -2.581 -5.354 -4.319
H -1.980 -2.590 -3.073
H 0.131 -2.845 -3.844
H -0.977 -3.440 -5.174
H -0.075 -4.596 -4.085
H -1.988 -3.831 -1.147
H -0.475 -3.948 -1.606
C -4.453 5.640 -6.962
O -4.099 5.605 -5.593
C -5.055 5.163 -4.657
C -4.372 4.418 -3.439
C -3.295 3.413 -3.915
N -5.331 3.562 -2.688
H -5.363 6.220 -7.113
H -4.754 4.625 -7.220
H -3.655 5.982 -7.621
H -5.657 6.010 -4.327
H -5.758 4.503 -5.165
H -3.980 5.204 -2.794
H -2.580 3.925 -4.559
H -3.783 2.741 -4.622
H -2.753 2.853 -3.154
H -5.688 2.803 -3.251
H -4.961 3.230 -1.809
C -5.941 -1.089 -2.918
C -4.944 0.094 -2.721
O -4.634 0.194 -1.368
H -6.020 -1.405 -3.958
H -6.910 -0.742 -2.557
H -5.721 -1.967 -2.311
H -5.278 0.988 -3.248
H -4.038 -0.280 -3.198
H -5.319 0.754 -0.994
C 0.327 4.181 -3.443
C 0.243 5.388 -2.494
O -0.642 5.001 -1.404
H 1.002 4.282 -4.293
H -0.631 4.025 -3.937
H 0.506 3.229 -2.943
H -0.068 6.372 -2.844
H 1.240 5.461 -2.060
H -0.910 4.085 -1.509
C 6.061 -3.885 4.160
C 5.073 -4.594 3.127
O 4.435 -3.490 2.507
H 5.546 -3.379 4.976
H 6.600 -3.049 3.712
H 6.710 -4.562 4.714
H 4.488 -5.336 3.670
H 5.574 -5.271 2.435
H 3.528 -3.723 2.296
C 1.693 -2.138 4.241
C 2.922 -1.291 4.490
O 2.954 -0.889 5.867
H 1.967 -2.670 3.331
H 0.729 -1.642 4.123
H 1.410 -2.769 5.084
H 2.884 -0.373 3.904
H 3.853 -1.813 4.268
H 2.790 0.048 6.000
```

Results of the Löwdin charge analysis, in e, for atoms 1 through 99: number 1, C, carries -0.13; number 2, O, carries -0.15; number 3, C, carries -0.23; number 4, C, carries -0.37; number 5, C, carries -0.07; number 6, N, carries 0.03; number 7, H, carries 0.10; number 8, H, carries 0.10; number 9, H, carries 0.08; number 10, H, carries 0.11; number 11, H, carries 0.12; number 12, H, carries 0.12; number 13, H, carries 0.07; number 14, H, carries 0.07; number 15, H, carries 0.07; number 16, H, carries 0.05; number 17, H, carries 0.06; number 18, C, carries -0.14; number 19, O, carries -0.20; number 20, C, carries -0.16; number 21, C, carries -0.38; number 22, C, carries -0.02; number 23, N, carries 0.05; number 24, H, carries 0.09; number 25, H, carries 0.07; number 26, H, carries 0.08; number 27, H, carries 0.12; number 28, H, carries 0.12; number 29, H, carries 0.12; number 30, H, carries 0.08; number 31, H, carries 0.06; number 32, H, carries 0.05; number 33, H, carries 0.03; number 34, H, carries 0.06; number 35, C, carries -0.10; number 36, O, carries -0.18; number 37, C, carries -0.26; number 38, C, carries -0.43; number 39, C, carries -0.07; number 40, N, carries 0.04; number 41, H, carries 0.08; number 42, H, carries 0.08; number 43, H, carries 0.08; number 44, H, carries 0.13; number 45, H, carries 0.13; number 46, H, carries 0.15; number 47, H, carries 0.07; number 48, H, carries 0.08; number 49, H, carries 0.08; number 50, H, carries 0.06; number 51, H, carries 0.06; number 52, C, carries -0.14; number 53, O, carries -0.22; number 54, C, carries -0.14; number 55, C, carries -0.46; number 56, C, carries -0.05; number 57, N, carries 0.03; number 58, H, carries 0.09; number 59, H, carries 0.09; number 60, H, carries 0.09; number 61, H, carries 0.11; number 62, H, carries 0.12; number 63, H, carries 0.10; number 64, H, carries 0.07; number 65, H, carries 0.08; number 66, H, carries 0.08; number 67, H, carries 0.07; number 68, H, carries 0.06; number 69, C, carries -0.10; number 70, O, carries -0.21; number 71, C, carries -0.19; number 72, C, carries -0.35; number 73, C, carries -0.07; number 74, N, carries 0.02; number 75, H, carries 0.08; number 76, H, carries 0.08; number 77, H, carries 0.09; number 78, H, carries 0.12; number 79, H, carries 0.11; number 80, H, carries 0.13; number 81, H, carries 0.05; number 82, H, carries 0.08; number 83, H, carries 0.06; number 84, H, carries 0.04; number 85, H, carries 0.06; number 86, C, carries -0.07; number 87, C, carries -0.33; number 88, O, carries -0.07; number 89, H, carries 0.07; number 90, H, carries 0.07; number 91, H, carries 0.07; number 92, H, carries 0.08; number 93, H, carries 0.10; number 94, H, carries 0.09; number 95, C, carries -0.08; number 96, C, carries -0.26; number 97, O, carries -0.12; number 98, H, carries 0.07; number 99, H, carries 0.04

Question: Which of these has the highest HOMO?
Answer: C5H29N2O9